[1]
Below is a structure of composition C37H33CrFN6O, with properties calculated with ωB97M-V with the def2-TZVPD basis set.

Calculated values
- Charge: 0
- LUMO energy (alpha / beta): 0.496 / 0.050 eV
- HOMO (alpha / beta): -4.8377 / -7.2016 eV
- Orbital gap (alpha / beta): 5.334 / 7.252 eV
- Multiplicity: 5

Last column: Löwdin charge in e.
Positions of all 79 atoms, in Å:
N1 -1.57835 0.35156 0.12708  -0.01
H1 -3.92809 -0.77890 -4.11817  0.08
H2 -0.70644 0.40688 3.92302  0.10
C1 2.44747 0.11913 1.26164  -0.17
H3 -3.54309 0.58423 0.71965  0.09
C2 -3.85332 -3.26721 -2.07683  -0.07
C3 8.79401 -0.35664 6.74966  -0.08
H4 0.91396 0.31075 -3.74346  0.08
C4 -4.44634 -3.22896 0.62572  -0.01
C5 -2.27507 0.52603 2.41943  -0.08
H5 -2.79824 5.27463 -1.01799  0.10
C6 5.18750 -0.06633 6.49311  0.00
C7 -1.90470 2.55822 -3.58400  -0.25
H6 -0.88110 -2.11895 -0.98272  0.06
C8 3.05212 0.15988 -1.15197  -0.01
H7 3.16891 0.09201 5.88085  0.10
H8 -2.48033 5.88811 -3.39363  0.10
C9 -2.04523 3.87704 -4.00180  -0.05
C10 1.46685 0.17458 2.21112  -0.13
H9 -2.55341 2.94301 -0.29606  0.08
Cr1 -1.78447 0.13798 -1.90759  0.66
C11 1.25976 0.26175 -2.72242  -0.13
H10 -5.83461 -0.57050 -1.27887  0.12
H11 9.12602 0.51057 6.17332  0.10
C12 -2.52553 0.49506 1.07426  -0.17
H12 -1.41062 -0.71272 -5.93136  0.10
H13 7.86807 -0.27893 4.41813  0.10
H14 -3.97436 1.00233 -4.05155  0.09
C13 2.12476 0.15899 -0.14101  -0.09
H15 -5.77646 -4.22860 -2.32020  0.11
C14 -2.91944 -2.70226 -1.20086  -0.33
C15 4.49951 -0.01664 4.17853  -0.16
C16 6.52056 -0.17112 6.10029  -0.28
F1 -6.52672 -4.24727 0.16038  0.03
H16 4.10466 0.12280 -0.90200  0.12
H17 -1.93496 -1.85335 -4.67805  0.08
H18 3.30948 0.24564 -3.30766  0.10
H19 -1.90414 4.14124 -5.04527  0.11
H20 -3.09342 0.64566 3.11367  0.09
C17 -3.46968 0.13982 -4.48122  -0.08
C18 4.19377 0.00976 5.53951  -0.03
C19 2.61739 0.22668 -2.47902  -0.06
C20 -3.80253 -0.04368 -1.62141  -0.07
C21 -1.39308 -0.92818 -4.85678  -0.07
H21 4.95527 -0.04620 7.54903  0.12
H22 -2.53851 -2.30499 0.87510  0.11
C22 0.06039 0.27693 1.92999  -0.09
H23 -0.36762 -1.07359 -4.53306  0.08
C23 -2.36893 4.85863 -3.07740  -0.10
H24 9.34810 -0.40412 7.68244  0.09
C24 6.84291 -0.19812 4.74768  -0.01
H25 -4.68522 -3.23767 1.68130  0.12
C25 -5.06495 -3.78509 -1.63586  -0.03
O1 7.42924 -0.24084 7.10769  -0.08
C26 -2.09140 2.17303 -2.25121  -0.16
H26 -3.56880 0.17987 -5.57206  0.10
C27 5.83057 -0.12081 3.80114  -0.02
C28 -0.25920 0.27327 0.53664  -0.14
C29 -1.49678 1.48006 -4.55249  -0.15
N2 2.12790 0.13036 3.41819  0.18
C30 -1.70327 -2.01535 -1.69673  -0.17
H27 -1.37566 -2.45015 -2.64377  0.04
C31 3.46453 0.05636 3.13580  -0.27
C32 -5.34603 -3.74605 -0.28503  -0.31
H28 -3.62730 -3.30220 -3.13803  0.10
C33 0.73078 0.21782 -0.45948  -0.14
H29 -1.84097 1.68620 -5.57480  0.13
H30 -0.40990 1.39659 -4.60046  0.11
N3 -2.03993 0.16628 -4.11283  -0.30
H31 6.07217 -0.14176 2.74720  0.11
H32 8.97532 -1.26728 6.17309  0.10
H33 1.71021 0.14095 4.32978  0.14
C34 -2.55051 4.51008 -1.74499  -0.10
N4 0.32041 0.24146 -1.77548  0.03
C35 -2.41500 3.18590 -1.34530  -0.10
N5 -4.94390 -0.15301 -1.46552  0.25
C36 -0.93531 0.39508 2.86469  -0.03
C37 -3.24293 -2.71761 0.16214  -0.05
N6 3.69324 0.04186 1.84511  0.19

Cartesian forces (eV/Å) of the 6 atoms listed first:
N -0.1043 0.0384 0.1805
H 0.0041 0.0025 -0.0080
H 0.0012 -0.0010 0.0007
C 0.2062 -0.0081 -0.1332
H -0.0089 0.0118 0.0122
C -0.0502 -0.0433 -0.0356

***

[2]
Below is a structure of composition C2H2FNaO at a distorted geometry, with properties calculated with ωB97M-V with the def2-TZVPD basis set.

Calculated values
- Charge: 0
- LUMO energy (alpha / beta): -0.643 / -0.643 eV
- HOMO (alpha / beta): -6.7193 / -6.7186 eV
- Orbital gap (alpha / beta): 6.076 / 6.076 eV

Last column: Löwdin charge in e.
Positions of all 7 atoms, in Å:
F1 1.72543 0.67739 -0.62450  -0.03
C1 0.82124 0.41696 0.35743  -0.17
H1 0.19801 -1.89598 0.71083  -0.05
H2 1.11985 0.92220 1.28015  0.11
Na1 -1.94205 -2.53152 0.35607  0.47
C2 -0.50525 0.46216 0.02028  -0.24
O1 -1.43752 -0.28411 -0.02895  -0.08

Cartesian forces (eV/Å) of the 6 atoms listed first:
F -0.2634 -0.3425 0.2329
C 0.7131 1.2236 -0.3186
H -0.2977 -0.3744 0.0527
H -0.1767 -0.4562 0.0147
Na 0.8490 0.3162 0.1103
C -0.8312 -1.8841 0.1962

***

[3]
Below is a structure of composition C29H26CsF4N5O4, with properties calculated with ωB97M-V with the def2-TZVPD basis set.

Calculated values
- Charge: -2
- LUMO energy: 3.945 eV
- HOMO: -1.6960 eV
- Orbital gap: 5.641 eV

Last column: Löwdin charge in e.
Positions of all 69 atoms, in Å:
N1 -0.47378 1.75296 -1.82641  -0.26
O1 0.67305 1.53889 1.95495  -0.12
H1 1.79183 1.40979 -3.36938  0.10
N2 -2.36047 -2.56919 -0.33242  -0.02
H2 -3.87432 -3.69316 0.49942  0.11
C1 3.06137 -0.84329 -2.24156  -0.23
H3 4.25988 1.69100 4.69673  0.12
C2 3.13970 -2.20275 -1.76391  -0.17
H4 6.12140 -3.34020 -2.94940  0.10
H5 -0.68955 3.31778 -3.24564  0.08
C3 -5.11899 -2.17725 -2.56706  -0.06
N3 -1.55826 -2.19371 2.48408  -0.09
C4 -3.41957 -0.51719 -2.26585  -0.02
C5 -5.99563 -1.21161 -3.04850  -0.11
C6 1.34969 2.04088 2.86469  -0.38
C7 -2.68350 -3.00990 4.29090  -0.16
O2 2.66405 -0.55209 2.09045  -0.18
N4 3.66744 3.94680 5.92459  -0.38
H6 1.13174 3.12035 -1.62178  0.12
N5 2.02170 -0.11753 -1.91285  -0.02
O3 4.73021 3.43744 6.27821  0.01
O4 3.25711 5.00405 6.40419  0.00
H7 -2.93231 -3.22435 5.32065  0.06
C8 -0.81844 2.22127 -3.14861  -0.11
C9 -1.57747 -2.27716 3.81947  -0.24
C10 0.93986 3.27882 3.51327  -0.01
C11 4.20125 -0.52248 -3.05834  -0.15
H8 1.34153 4.80430 4.93957  0.11
H9 -2.38720 2.06333 -1.03108  0.07
C12 -2.99112 -3.05314 0.67391  -0.15
H10 -2.04952 -3.01271 -2.33185  0.11
C13 -3.38155 -3.40340 3.14730  -0.12
H11 -4.28922 -3.98964 3.09232  0.07
H12 -5.44471 -3.20830 -2.48832  0.10
C14 3.32823 2.12243 4.35079  0.02
H13 -0.19911 1.73802 -3.90163  0.07
H14 -6.25890 0.87389 -3.49770  0.09
H15 0.00536 3.70552 3.17154  0.11
C15 -4.29457 0.44851 -2.73688  -0.09
C16 -1.34935 2.34459 -0.83466  -0.11
C17 -5.58354 0.10965 -3.13288  -0.11
H16 -3.42757 -3.86866 -1.63610  0.10
F1 4.26544 0.68590 -3.69931  0.02
C18 5.23707 -1.39516 -3.28989  -0.26
H17 -1.07307 1.99966 0.16158  0.07
H18 -1.28702 3.45014 -0.83773  0.09
C19 3.15487 0.21610 2.89172  -0.23
H19 -6.99885 -1.49208 -3.34718  0.09
H20 2.92139 1.79560 -2.09691  0.11
Cs1 0.45057 -1.11043 0.62324  1.20
C20 -2.89069 -2.90853 -1.64075  -0.21
C21 -3.82591 -1.84651 -2.17496  -0.20
H21 -1.86139 1.98215 -3.37244  0.06
H22 4.13745 -0.03219 3.35084  0.12
C22 -2.65890 -2.88139 2.05832  -0.39
C23 2.89273 3.30915 4.91300  -0.19
C24 2.60103 1.47462 3.36775  -0.11
F2 4.14536 -4.30140 -1.49566  0.05
F3 2.09172 -2.67338 -1.03239  -0.09
H23 -3.97405 1.48258 -2.79273  0.08
H24 -2.41763 -0.24011 -1.95744  0.11
F4 6.26187 -0.96990 -4.07948  0.04
C25 5.28816 -2.67868 -2.77683  -0.01
H25 1.05840 1.81386 -0.43657  0.08
H26 -0.79541 -1.81203 4.40714  0.08
C26 1.67194 3.88226 4.48162  -0.02
C27 0.92006 2.03777 -1.49541  -0.22
C28 4.18366 -3.04502 -2.01077  -0.25
C29 1.97444 1.27445 -2.29298  -0.26

Cartesian forces (eV/Å) of the 6 atoms listed first:
N 0.0966 -0.0459 0.0037
O 0.0579 0.1110 0.1303
H 0.0085 0.0158 -0.0123
N -0.0763 0.0089 0.0861
H 0.0026 -0.0042 0.0174
C -0.0227 -0.0859 -0.0519

***

[4]
Below is a cluster of 2 separate species, C5H10OS in total at a distorted geometry, with properties calculated with ωB97M-V with the def2-TZVPD basis set.

Calculated values
- Charge: 0
- LUMO energy (alpha / beta): 0.435 / 0.437 eV
- HOMO (alpha / beta): -7.2137 / -8.2959 eV
- Orbital gap (alpha / beta): 7.649 / 8.733 eV

Last column: Löwdin charge in e.
Positions of all 17 atoms, in Å:
H1 -1.54732 -0.21247 1.91430  0.07
O1 -1.80531 0.58339 1.43441  -0.08
H2 -2.48576 0.88998 -1.87695  0.06
H3 3.07791 -1.79758 0.68166  0.10
C1 0.58999 0.22733 -0.46207  0.10
C2 2.72877 -0.80999 0.25729  -0.14
H4 -3.87655 -1.07161 -0.67413  -0.10
H5 -3.39254 1.49698 -0.63755  0.04
H6 3.01037 -0.95876 -0.77428  0.06
H7 0.93689 -0.53551 1.33399  0.06
H8 0.64607 0.50597 -1.46104  0.02
H9 -1.53910 2.14255 -0.77072  0.13
C3 -2.02947 0.21474 0.10623  -0.78
S1 -2.64150 -1.40847 -0.11010  0.76
C4 1.34748 -0.41606 0.39399  -0.29
H10 3.41801 0.01545 0.37771  0.07
C5 -2.39410 1.32611 -0.90406  -0.10

Cartesian forces (eV/Å) of the 6 atoms listed first:
H -0.1212 0.0482 0.0351
O -0.5114 0.2349 -1.1769
H 0.6822 -0.1175 -0.6813
H -0.5649 1.3957 0.3557
C -1.1159 -1.0377 1.3946
C 2.6605 -1.4484 -1.4752

***

[5]
Below is an isolated molecule of C5H8FNO at a distorted geometry, with properties calculated with ωB97M-V with the def2-TZVPD basis set.

Calculated values
- Charge: 0
- SMILES: C=C(F)CNCC=O
- LUMO energy: 0.976 eV
- HOMO: -9.0594 eV
- Orbital gap: 10.036 eV

Last column: Löwdin charge in e.
Positions of all 16 atoms, in Å:
H1 -1.48273 0.51868 1.88014  0.12
F1 0.54298 -1.21961 0.87986  0.02
H2 -0.22143 -1.77636 -1.83472  0.11
C1 -0.96483 1.08987 1.11321  -0.29
H3 2.98951 -0.67767 0.35749  0.06
N1 -1.31129 -0.39876 -0.88496  -0.07
H4 -0.70852 1.59383 -0.88559  0.13
O1 -0.19205 1.94109 1.41106  0.07
C2 2.34267 -0.57307 -0.46215  0.08
C3 1.08511 -0.84367 -0.32261  -0.33
H5 -1.65654 -1.09534 -0.25003  0.10
H6 2.63700 -0.19910 -1.43773  0.08
H7 -2.39883 1.31911 -0.47226  0.12
C4 -1.38093 0.94126 -0.30543  -0.18
H8 0.31961 -0.15646 -2.21725  0.14
C5 -0.02361 -0.82899 -1.38178  -0.17

Cartesian forces (eV/Å) of the 6 atoms listed first:
H -0.1541 -0.6585 0.3516
F 0.5763 -0.0790 -0.1887
H 0.3785 -0.9240 -0.1079
C -0.8826 0.3107 -0.3083
H 0.9971 0.0550 0.7417
N -0.1265 0.3438 -0.1668

***

Look up the charge of the first one. 0